C35H49AsIrN4O6 | ωB97M-V with the def2-TZVPD basis set

CARTESIAN COORDINATES (ANGSTROEM)
Ir1 0.0141 -0.4879 -0.1064
O1 2.5029 -1.0453 0.2684
C1 2.8600 -2.4410 0.3363
C2 2.8522 -2.9427 1.7697
C3 1.6203 -2.4412 2.5217
C4 0.3040 -2.9840 2.0564
C5 -0.1175 -4.2409 2.4827
C6 -1.4150 -4.6544 2.2495
C7 -2.2949 -3.7699 1.6386
C8 -1.8023 -2.5612 1.1979
N1 -0.5228 -2.2030 1.3519
H1 2.8152 -0.6474 1.0932
H2 3.8467 -2.5759 -0.1139
H3 2.1235 -2.9777 -0.2543
H4 3.7484 -2.5965 2.2913
H5 2.8804 -4.0333 1.7593
H6 1.5369 -1.3573 2.4739
H7 1.7249 -2.7095 3.5734
H8 0.5793 -4.8703 3.0184
H9 -1.7569 -5.6242 2.5838
H10 -3.3383 -4.0119 1.5009
H11 -2.4664 -1.8304 0.7563
C9 1.9587 0.7595 -4.0709
C10 1.3576 -0.2027 -3.0827
O2 0.9772 0.2823 -1.9962
C11 1.2456 -1.5886 -3.4382
C12 1.6394 -2.0344 -4.7150
C13 1.4933 -3.3388 -5.1066
C14 0.9412 -4.2678 -4.2147
C15 0.5838 -3.8805 -2.9506
C16 0.7408 -2.5403 -2.4997
O3 0.4400 -2.2935 -1.2680
H12 1.9591 1.7590 -3.6427
H13 1.3746 0.7746 -4.9901
H14 2.9810 0.4727 -4.3143
H15 2.0629 -1.3324 -5.4181
H16 1.8035 -3.6453 -6.0947
H17 0.8095 -5.2962 -4.5224
H18 0.1975 -4.5941 -2.2344
C17 -1.1662 4.0458 2.8536
C18 -2.3359 3.7509 1.9196
C19 -2.6896 2.2479 1.8020
C20 -3.9596 2.1028 0.9366
C21 -4.4123 0.6526 0.7821
C22 -2.9838 1.7528 3.2108
O4 -3.9270 2.1393 3.8471
N2 -2.0714 0.8637 3.7501
C23 -1.0325 0.2200 3.1028
O5 -0.3279 -0.5723 3.6849
N3 -0.8553 0.5413 1.7694
C24 -1.5719 1.4818 1.1364
O6 -1.2871 1.6725 -0.0527
H19 -0.9522 5.1133 2.8464
H20 -0.2657 3.5129 2.5430
H21 -1.4005 3.7637 3.8800
H22 -2.1277 4.1339 0.9182
H23 -3.2250 4.2582 2.2942
H24 -3.7553 2.5357 -0.0435
H25 -4.7506 2.6813 1.4125
H26 -3.6394 0.0532 0.2929
H27 -5.3127 0.6091 0.1717
H28 -4.6447 0.2120 1.7528
H29 -2.2215 0.5899 4.7138
C25 3.1838 1.1530 2.8556
C26 2.1417 2.0644 2.2182
As1 1.7478 1.7363 0.3086
C27 3.5423 1.6626 -0.5089
C28 4.3557 2.9231 -0.2342
C29 1.0696 3.4930 -0.2544
C30 0.9735 3.6383 -1.7669
H30 3.4718 1.5656 3.8223
H31 4.0894 1.0783 2.2513
H32 2.7802 0.1577 3.0494
H33 2.4694 3.1059 2.2583
H34 1.2078 1.9894 2.7724
H35 3.4050 1.5103 -1.5789
H36 4.0551 0.7819 -0.1275
H37 3.9377 3.7956 -0.7347
H38 5.3663 2.7775 -0.6158
H39 4.4360 3.1379 0.8316
H40 1.7560 4.2278 0.1733
H41 0.0904 3.6352 0.1978
H42 1.9549 3.5530 -2.2352
H43 0.5676 4.6168 -2.0209
H44 0.3112 2.8769 -2.1777
C31 -4.0914 -1.0103 -3.1952
C32 -3.5477 -2.1076 -2.5431
C33 -2.4168 -1.9261 -1.7683
N4 -1.8311 -0.7352 -1.6241
C34 -2.3265 0.3131 -2.2823
C35 -3.4590 0.2174 -3.0717
H45 -4.9851 -1.1160 -3.7943
H46 -3.9886 -3.0898 -2.6290
H47 -1.9613 -2.7616 -1.2564
H48 -1.8091 1.2530 -2.1586
H49 -3.8412 1.0933 -3.5750

Spin multiplicity   2
⟨S²⟩   0.831
Total charge   +2
HOMO energy (alpha / beta)   -13.39 / -13.40 eV
Orbital gap (alpha / beta)   5.698 / 5.393 eV
E   -4373.10436 a.u.

***

C35H49ClFN10O6P | ωB97M-V with the def2-TZVPD basis set

CARTESIAN COORDINATES (ANGSTROEM)
C1 -0.3333 6.1048 -1.9427
C2 0.3151 4.7550 -2.1650
C3 0.6823 3.9683 -0.9123
Cl1 -0.4919 4.0415 0.4623
C4 0.8420 2.4868 -1.1365
C5 -0.2126 1.7237 -1.6371
C6 -0.1414 0.3450 -1.7764
C7 1.0225 -0.3305 -1.4099
P1 1.1549 -2.1496 -1.6229
O1 2.4738 -2.5584 -2.1786
C8 2.1062 0.4080 -0.8933
C9 3.3165 -0.3662 -0.4115
O2 2.9172 -1.3710 0.4988
C10 2.4519 -0.8196 1.7023
O3 1.7799 -1.8370 2.3798
C11 2.1558 -1.9364 3.7507
C12 1.3545 -3.0412 4.3985
O4 0.7492 -2.5353 5.5841
C13 2.0284 1.8100 -0.7987
C14 3.2040 2.6044 -0.2795
C15 3.0405 3.0129 1.1887
F1 3.4288 3.7200 -1.0859
C16 -1.4318 -0.1706 -2.3163
O5 -1.7984 -1.2985 -2.4265
N1 -2.2169 0.9521 -2.6144
C17 -1.5983 2.1188 -2.0821
O6 -2.1854 3.1481 -2.0370
H1 -0.6523 6.4644 -2.9130
H2 -1.2158 6.0703 -1.3157
H3 0.3809 6.8392 -1.5832
H4 1.2684 4.9432 -2.6591
H5 -0.2697 4.1689 -2.8590
H6 1.5650 4.4209 -0.5034
H7 0.1273 -2.5244 -2.4894
H8 0.9130 -2.7295 -0.3672
H9 3.8038 -0.8556 -1.2435
H10 4.0552 0.2703 0.0674
H11 1.7417 -0.0042 1.5325
H12 3.2811 -0.4355 2.3085
H13 3.2214 -2.1640 3.7922
H14 1.9464 -1.0106 4.2837
H15 0.5988 -3.4184 3.7110
H16 2.0191 -3.8627 4.6527
H17 0.6528 -3.2540 6.2122
H18 4.1141 2.0324 -0.3628
H19 2.3375 2.3448 1.6775
H20 3.9910 2.8873 1.6961
H21 2.7321 4.0489 1.2596
H22 -2.4229 1.0529 -3.6025
C18 -4.3148 -3.1362 -3.3956
C19 -4.7091 -4.0380 -4.4666
N2 -5.0220 -4.7494 -5.3105
H23 -4.4124 -3.6201 -2.4246
H24 -3.2811 -2.8178 -3.5047
H25 -4.9376 -2.2425 -3.3926
C20 -5.0416 1.5365 -6.1780
C21 -3.6247 1.2229 -6.1004
N3 -2.5043 0.9771 -6.0449
H26 -5.2942 2.3407 -5.4888
H27 -5.3100 1.8523 -7.1844
H28 -5.6424 0.6652 -5.9232
C22 0.3560 3.7894 -6.4924
C23 0.1781 5.0353 -5.7622
N4 0.0362 6.0177 -5.1859
H29 1.0291 3.1221 -5.9559
H30 -0.5949 3.2741 -6.6209
H31 0.7791 3.9777 -7.4776
C24 -1.9804 1.2712 3.5918
C25 -0.6958 1.0957 2.9349
N5 0.3141 0.9529 2.4090
H32 -2.3024 0.3479 4.0674
H33 -1.9246 2.0437 4.3577
H34 -2.7471 1.5632 2.8802
C26 -5.3451 -1.9254 3.1443
C27 -5.1563 -0.4843 3.1678
N6 -5.0169 0.6552 3.1804
H35 -6.3289 -2.1794 2.7489
H36 -4.5939 -2.4038 2.5167
H37 -5.2614 -2.3470 4.1446
C28 -7.4521 -1.6244 -0.4718
C29 -7.7891 -2.5056 0.6346
N7 -8.0577 -3.1979 1.5097
H38 -6.4860 -1.1481 -0.3063
H39 -7.4025 -2.1827 -1.4054
H40 -8.2007 -0.8419 -0.5816
C30 2.0839 0.8899 5.9938
C31 3.3499 0.7062 5.3030
N8 4.3440 0.5558 4.7501
H41 1.7631 -0.0324 6.4759
H42 2.1576 1.6579 6.7621
H43 1.3050 1.1864 5.2925
C32 4.7369 -4.8109 -1.5899
C33 6.0958 -5.2490 -1.3102
N9 7.1663 -5.5960 -1.0841
H44 4.4730 -3.9359 -0.9980
H45 4.6167 -4.5428 -2.6373
H46 4.0193 -5.5966 -1.3606
C34 6.0586 -3.7497 5.0591
C35 4.7913 -4.3009 5.5118
N10 3.7915 -4.7377 5.8670
H47 6.5693 -4.4498 4.3999
H48 5.9020 -2.8209 4.5130
H49 6.7106 -3.5398 5.9050

Structure (SMILES)   CC[C@@H](Cl)c1c2c(c([PH2]=O)c(COCOCCO)c1[C@H](C)F)C(=O)NC2=O.CC#N.CC#N.CC#N.CC#N.CC#N.CC#N.CC#N.CC#N.CC#N
Total charge   0
HOMO energy   -9.66 eV
Orbital gap   8.918 eV
E   -3263.40184 a.u.

***

C35H49F3N2O6Ti | ωB97M-V with the def2-TZVPD basis set

CARTESIAN COORDINATES (ANGSTROEM)
Ti1 1.5553 -1.4919 -0.7243
C1 -1.5935 4.5765 0.8782
C2 -1.0398 4.5789 -0.5547
C3 -0.3909 5.9395 -0.8120
C4 -2.1846 4.3972 -1.5642
C5 -0.0735 3.4155 -0.7118
C6 -0.5398 2.1442 -0.4671
C7 0.3154 1.0463 -0.6202
N1 0.0497 -0.2425 -0.3709
C8 -1.1476 -0.8774 -0.2311
C9 -2.3076 -0.4419 0.3994
C10 -3.4531 -1.2217 0.3559
C11 -3.3984 -2.4140 -0.3618
C12 -2.2634 -2.8982 -1.0121
C13 -1.0792 -2.1511 -0.8968
O1 0.1099 -2.4549 -1.3596
C14 -2.3688 -4.2388 -1.7329
C15 -3.6212 -4.2668 -2.6264
C16 -1.1746 -4.5357 -2.6424
C17 -2.4740 -5.3379 -0.6633
C18 -4.7088 -0.7252 1.0644
C19 -4.3904 -0.4419 2.5413
C20 -5.1699 0.5728 0.3825
C21 -5.8663 -1.7274 1.0217
C22 1.6386 1.1975 -1.2032
O2 2.2274 0.0880 -1.5295
C23 2.1266 2.5215 -1.3878
C24 1.2645 3.5699 -1.1089
C25 3.5339 2.7982 -1.9069
C26 4.5821 2.2814 -0.9149
C27 3.8070 4.2959 -2.0981
C28 3.7011 2.0883 -3.2559
H1 -2.2767 5.4123 1.0135
H2 -0.7766 4.6700 1.5923
H3 -2.1343 3.6599 1.0996
H4 -1.1299 6.7240 -0.6618
H5 -0.0251 6.0060 -1.8327
H6 0.4344 6.1143 -0.1271
H7 -2.9032 5.2094 -1.4760
H8 -2.7126 3.4604 -1.4085
H9 -1.7878 4.3937 -2.5771
H10 -1.5624 1.9844 -0.1683
H11 -2.2852 0.4735 0.9687
H12 -4.2900 -3.0144 -0.4049
H13 -3.5917 -3.4392 -3.3322
H14 -4.5440 -4.1980 -2.0556
H15 -3.6429 -5.1991 -3.1900
H16 -1.0409 -3.7402 -3.3714
H17 -1.3463 -5.4728 -3.1718
H18 -0.2567 -4.6244 -2.0759
H19 -3.3177 -5.1537 0.0001
H20 -1.5682 -5.3627 -0.0614
H21 -2.6048 -6.3121 -1.1318
H22 -3.6361 0.3338 2.6475
H23 -4.0192 -1.3446 3.0227
H24 -5.2891 -0.1109 3.0611
H25 -4.3982 1.3370 0.4380
H26 -6.0692 0.9592 0.8598
H27 -5.3921 0.3858 -0.6659
H28 -5.5784 -2.6698 1.4824
H29 -6.1932 -1.9083 0.0007
H30 -6.7139 -1.3244 1.5745
H31 1.6380 4.5700 -1.2297
H32 4.4614 2.7741 0.0491
H33 5.5808 2.5098 -1.2839
H34 4.4954 1.2110 -0.7712
H35 3.7382 4.8332 -1.1538
H36 3.1262 4.7414 -2.8183
H37 4.8193 4.4255 -2.4727
H38 3.5475 1.0179 -3.1389
H39 4.7003 2.2630 -3.6516
H40 2.9712 2.4678 -3.9689
F1 0.7781 -3.5039 0.8661
C29 1.8598 -4.1505 0.2776
F2 2.4163 -4.7893 1.3235
F3 1.3382 -5.0795 -0.5141
C30 2.8830 -3.1799 -0.3662
O3 3.8499 -2.9210 0.3839
O4 2.6702 -2.7716 -1.5567
O5 3.8649 -0.3257 0.4812
C31 3.2623 -1.0653 1.2353
O6 1.9842 -1.3308 1.1603
C32 3.8724 -1.4821 2.6188
N2 2.7001 -1.5043 3.5285
C33 2.6531 -0.1448 4.1077
C34 4.1212 0.1847 4.3553
C35 4.8477 -0.4394 3.1571
H41 4.3086 -2.4716 2.4898
H42 2.7525 -2.2299 4.2459
H43 1.9102 -1.6735 2.8378
H44 2.0312 -0.1282 5.0024
H45 2.2308 0.5326 3.3632
H46 4.4553 -0.2790 5.2835
H47 4.2819 1.2554 4.4262
H48 5.7968 -0.8897 3.4418
H49 5.0414 0.2782 2.3568

Total charge   0
HOMO energy (alpha / beta)   -6.72 / -6.72 eV
Orbital gap (alpha / beta)   5.276 / 6.081 eV
E   -3073.21636 a.u.

***

| no. | F_max (eV Å⁻¹) |
| --- | --- |
| 1 | 4.98 |
| 2 | 1.31 |
| 3 | 4.93 |